{
  "formula": "C2H5NO3S",
  "method": "ωB97M-V/def2-TZVPD",
  "energy_ha": -757.63800,
  "homo_energy_ev": [-10.1, -8.4],
  "mol_weight_g_mol": 123.13,
  "elements": ["C", "C", "N", "O", "O", "O", "S", "H", "H", "H", "H", "H"],
  "coordinates": [[0.14353, -0.22758, 0.99973], [-0.53043, 0.19373, -1.60670], [-3.80931, 0.34991, -2.14964], [-2.84482, 0.80449, -1.73036], [-1.39331, -1.88288, -0.38395], [-2.28158, 0.24865, 0.26940], [-1.09181, -0.48484, -0.16571], [-0.26069, 0.64508, 1.46775], [0.40170, -0.97981, 1.71715], [1.03078, 0.02127, 0.63150], [-0.06357, -0.40614, -2.24978], [-0.34823, 1.16780, -1.71981]]
}

{
  "formula": "C2H5NOS",
  "method": "ωB97M-V/def2-TZVPD",
  "energy_ha": -607.29391,
  "homo_energy_ev": -7.9,
  "mol_weight_g_mol": 91.13,
  "elements": ["C", "C", "N", "O", "S", "H", "H", "H", "H", "H"],
  "coordinates": [[0.91306, 0.34915, 0.02618], [-1.58727, -0.18544, -0.13157], [-0.20545, -0.45420, 0.16364], [3.56197, 0.68704, 0.05442], [2.45918, -0.30625, 0.15173], [0.72925, 1.63446, 0.05852], [-1.66403, -0.07986, -1.34586], [-2.27889, -0.97747, 0.27609], [-1.95276, 0.75383, 0.34644], [0.02493, -1.42126, 0.40042]]
}

{
  "formula": "C2H5NOS",
  "method": "ωB97M-V/def2-TZVPD",
  "energy_ha": -607.15003,
  "homo_energy_ev": [-8.1, -8.3],
  "mol_weight_g_mol": 91.13,
  "elements": ["C", "C", "N", "O", "S", "H", "H", "H", "H", "H"],
  "coordinates": [[0.33353, -0.03909, -1.95636], [0.42729, -0.42721, 1.30257], [-0.63815, -0.81460, 0.40126], [-1.46517, 0.16662, 0.02957], [-0.30024, 1.41317, -1.90371], [1.09266, -0.33563, -2.64339], [1.02571, -1.31572, 1.28904], [0.63515, 0.62004, 0.87003], [-0.06419, -0.31644, 2.30610], [-1.04659, 1.04887, 0.30489]]
}

{
  "formula": "C2H5NOS",
  "method": "ωB97M-V/def2-TZVPD",
  "energy_ha": -607.35395,
  "smiles": "CN(S)C=O",
  "homo_energy_ev": -9.4,
  "mol_weight_g_mol": 91.13,
  "elements": ["C", "N", "S", "C", "O", "H", "H", "H", "H", "H"],
  "coordinates": [[-0.99878, 0.89367, -0.10686], [0.02934, -0.18020, -0.03575], [-0.48477, -1.85343, -0.19268], [1.39955, 0.01332, -0.09137], [2.31861, -0.77662, -0.15939], [-1.49539, 0.73542, -1.03097], [-1.69511, 0.64707, 0.70362], [-0.64236, 1.88297, -0.09663], [-0.03142, -2.44211, 1.00544], [1.60032, 1.07991, 0.00460]]
}

{
  "formula": "C2H5NP2",
  "method": "ωB97M-V/def2-TZVPD",
  "energy_ha": -816.50879,
  "smiles": "C=P/N=P/C",
  "homo_energy_ev": [-8.9, -8.2],
  "mol_weight_g_mol": 105.02,
  "elements": ["C", "P", "N", "P", "C", "H", "H", "H", "H", "H"],
  "coordinates": [[2.80697, 0.57575, 0.41427], [1.93101, -0.61293, -0.42823], [0.40409, -0.18034, -0.16752], [-1.10638, -1.55559, -0.61656], [-2.32516, -0.22402, -0.32321], [3.79904, 0.80973, 0.28049], [2.21188, 0.97625, 1.25274], [-3.34293, -0.25510, -0.80369], [-2.59394, -0.19573, 0.80184], [-1.78459, 0.66199, -0.41013]]
}

{
  "formula": "C2H5NP2",
  "method": "ωB97M-V/def2-TZVPD",
  "energy_ha": -816.52197,
  "homo_energy_ev": [-8.3, -8.1],
  "mol_weight_g_mol": 105.02,
  "elements": ["C", "C", "N", "P", "P", "H", "H", "H", "H", "H"],
  "coordinates": [[-2.98794, -0.67731, -0.00676], [1.90789, -0.11110, 0.49896], [-3.18899, -1.79736, -0.07005], [0.15972, 0.50722, -0.05066], [-2.78298, 1.00136, -0.02147], [2.47938, 0.69739, 0.95221], [1.86099, -1.10391, 0.96996], [2.38069, -0.13188, -0.49026], [0.03338, 1.73848, -0.51926], [0.13784, -0.12288, -1.26265]]
}